<one>
A molecular structure, C2H8N3S2, computed with ωB97M-V/def2-TZVPD.

Atoms and positions in Å:
S1 -3.38 0.85 -0.36
S2 2.12 0.80 -0.25
N1 0.97 -1.51 0.34
N2 -0.12 1.87 0.75
N3 -0.08 -0.81 0.03
C1 2.03 -1.21 -0.42
C2 0.58 0.93 0.20
H1 -0.93 -1.04 0.52
H2 -3.25 -0.51 -0.60
H3 0.35 2.72 0.49
H4 1.77 -1.33 -1.43
H5 -1.18 1.76 0.94
H6 -2.81 0.88 -1.62
H7 1.05 -1.79 1.42
H8 2.89 -1.61 -0.01

Output
LUMO energy = -3.800 eV
Net charge = +1

---

<two>
3 unconnected molecules or ions with the total composition C2H8N3S2, computed with ωB97M-V/def2-TZVPD.

Atoms and positions in Å:
S1 -0.64 2.09 1.64
S2 -1.00 -3.54 -0.37
N1 0.06 0.27 -0.24
N2 1.68 2.46 -1.10
N3 -1.65 -0.24 1.23
C1 2.60 2.76 -1.70
C2 -0.64 0.56 0.85
H1 0.78 0.88 -0.62
H2 0.14 -0.66 -0.74
H3 0.26 -4.18 -0.48
H4 3.45 2.84 -2.34
H5 0.31 2.73 0.94
H6 -1.51 -4.67 -0.04
H7 -1.60 -1.11 0.83
H8 -2.26 -0.20 2.12

Output
LUMO energy = -3.201 eV
Net charge = +1

---

Least stable = <one>

---

<one>
3 unconnected molecules or ions with the total composition C2H13N2O2, computed with ωB97M-V/def2-TZVPD.

Atoms and positions in Å:
O1 -2.51 1.74 1.36
O2 2.04 1.84 -0.83
N1 0.52 -2.14 0.70
N2 -0.23 0.36 0.36
C1 0.58 -1.74 -0.69
C2 -0.24 -0.48 -0.94
H1 0.33 -0.23 1.02
H2 -1.30 -0.64 -1.09
H3 -2.57 2.51 1.94
H4 0.26 -2.53 -1.38
H5 1.31 -2.69 1.00
H6 -0.35 -2.60 0.95
H7 2.28 2.59 -0.26
H8 0.13 0.15 -1.72
H9 -1.16 0.53 0.75
H10 1.62 -1.53 -0.93
H11 -3.46 1.53 1.25
H12 0.19 1.26 0.13
H13 2.56 2.06 -1.61

Output
LUMO energy = -2.770 eV
Net charge = +1

---

<two>
3 unconnected molecules or ions with the total composition C2H13N2O2, computed with ωB97M-V/def2-TZVPD.

Atoms and positions in Å:
O1 0.74 -1.66 -3.19
O2 -1.31 0.89 -1.83
N1 -0.86 1.37 1.60
N2 0.35 -0.41 -0.09
C1 0.27 0.63 2.29
C2 0.66 -0.59 1.41
H1 -0.83 2.44 1.77
H2 -0.65 -0.21 0.00
H3 0.58 -1.19 -0.79
H4 0.96 0.33 -0.39
H5 0.04 0.29 3.31
H6 -1.93 1.67 -1.89
H7 0.38 -1.66 -4.09
H8 -1.63 0.92 1.99
H9 1.69 -0.70 1.63
H10 1.21 1.18 2.12
H11 -0.75 0.83 -2.63
H12 0.22 -1.50 1.86
H13 0.85 -2.64 -3.08

Output
LUMO energy = -3.064 eV
Net charge = +1

---

<three>
3 unconnected molecules or ions with the total composition C2H13N2O2, computed with ωB97M-V/def2-TZVPD.

Atoms and positions in Å:
O1 2.08 0.47 1.12
O2 -1.13 -4.19 0.33
N1 -0.41 2.22 0.52
N2 0.80 0.73 -1.41
C1 -0.31 0.07 -0.60
C2 -1.25 1.27 -0.22
H1 -2.22 1.07 0.23
H2 -0.99 -0.55 -1.17
H3 0.18 -0.51 0.17
H4 1.99 -0.06 1.91
H5 -1.51 1.67 -1.21
H6 2.50 1.29 1.39
H7 -1.88 -4.10 0.93
H8 -1.31 -5.01 -0.14
H9 -0.33 1.81 1.45
H10 1.67 0.32 -1.06
H11 0.69 0.38 -2.37
H12 -0.89 3.11 0.60
H13 0.99 1.71 -1.16

Output
LUMO energy = -3.014 eV
Net charge = +1

---

Least stable = <two>

---

<one>
9 unconnected molecules or ions with the total composition H18O9, computed with ωB97M-V/def2-TZVPD.

Atoms and positions in Å:
O1 0.96 -2.02 -0.58
O2 -1.07 0.05 -2.18
O3 2.94 1.96 0.08
O4 -1.88 -0.68 1.83
O5 -0.80 2.73 -3.01
O6 -0.03 0.70 0.31
O7 -0.02 3.18 -0.39
O8 1.12 -1.31 2.01
O9 -0.48 -3.39 1.74
H1 -0.10 2.27 -0.06
H2 -1.54 3.01 -3.56
H3 3.29 1.56 0.87
H4 2.03 1.70 -0.10
H5 -0.47 -0.58 -2.60
H6 1.81 -2.02 -1.08
H7 -1.16 1.92 -2.62
H8 0.39 -0.99 2.56
H9 -2.74 -1.18 1.82
H10 -1.89 0.14 1.29
H11 -1.93 -0.38 -2.41
H12 1.46 -2.13 2.46
H13 -0.45 0.43 -0.51
H14 -0.05 3.13 -1.36
H15 0.04 -2.66 2.00
H16 0.14 -0.17 0.77
H17 1.21 -1.47 0.16
H18 -0.80 -3.81 2.56

Output
LUMO energy = -0.034 eV
Net charge = 0
SMILES = O.O.O.O.O.O.O.O.O

---

<two>
9 unconnected molecules or ions with the total composition H18O9, computed with ωB97M-V/def2-TZVPD.

Atoms and positions in Å:
O1 4.82 -2.19 -0.13
O2 -0.25 3.79 1.13
O3 -1.47 0.26 1.47
O4 0.27 0.05 -4.09
O5 0.20 -3.45 2.55
O6 -2.23 2.44 -0.32
O7 -0.63 -0.53 -0.79
O8 -1.82 -0.06 -3.39
O9 1.16 0.24 3.32
H1 3.87 -2.36 -0.07
H2 4.91 -1.28 -0.13
H3 -3.14 2.36 -0.46
H4 -1.83 1.01 0.89
H5 0.41 3.35 1.74
H6 -2.09 0.20 -4.30
H7 -1.65 1.84 -0.89
H8 1.79 -0.50 3.56
H9 -0.63 0.52 1.83
H10 -2.30 -0.85 -3.34
H11 -0.35 -1.28 -1.20
H12 0.59 0.38 -4.90
H13 0.89 0.66 4.11
H14 0.62 -2.92 3.32
H15 -0.84 3.05 1.18
H16 0.98 -0.65 -3.87
H17 -0.74 -3.30 2.58
H18 -0.54 -0.79 0.19

Output
LUMO energy = -0.020 eV
Net charge = 0
SMILES = O.O.O.O.O.O.O.O.O

---

Least stable = <two>

---

<one>
A molecular structure, H18O9, computed with ωB97M-V/def2-TZVPD.

Atoms and positions in Å:
O1 1.29 1.36 -0.79
O2 -2.07 0.10 0.49
O3 0.24 -2.08 1.02
O4 2.68 0.24 -1.27
O5 -1.87 1.48 1.95
O6 0.34 0.54 1.51
O7 -1.05 -2.36 -0.49
O8 -0.36 0.01 -0.15
O9 0.58 0.31 -2.49
H1 -2.41 1.15 1.23
H2 -2.33 -0.81 0.63
H3 -1.92 -2.00 -0.29
H4 -1.39 0.05 -0.19
H5 -0.04 0.06 0.75
H6 0.66 -1.43 1.59
H7 0.40 0.22 -0.69
H8 -1.03 1.03 1.85
H9 0.19 -2.87 1.55
H10 -0.25 0.39 -2.01
H11 3.10 1.10 -1.24
H12 1.09 2.23 -0.45
H13 0.46 0.83 -3.28
H14 0.44 -0.24 2.05
H15 0.76 1.29 -1.59
H16 1.75 0.43 -1.39
H17 1.20 0.96 1.53
H18 -0.48 -1.99 0.19

Output
LUMO energy = -0.585 eV
Net charge = 0

---

<two>
9 unconnected molecules or ions with the total composition H18O9, computed with ωB97M-V/def2-TZVPD.

Atoms and positions in Å:
O1 1.35 2.88 -3.71
O2 0.04 -2.26 1.03
O3 -3.17 1.39 0.40
O4 -1.21 2.01 1.98
O5 -2.95 -1.92 1.16
O6 3.35 -0.68 2.16
O7 1.58 0.09 0.13
O8 -1.34 -0.30 -0.63
O9 1.77 -0.76 -3.19
H1 1.10 -0.75 0.25
H2 -4.05 1.11 0.45
H3 -2.46 -1.36 1.86
H4 0.39 -2.59 0.20
H5 1.02 0.75 0.38
H6 2.64 -1.11 -3.27
H7 -2.16 -2.36 0.86
H8 3.59 -0.35 1.29
H9 -1.88 -0.94 -0.96
H10 -0.60 -0.77 -0.21
H11 3.91 -0.03 2.71
H12 0.53 -2.64 1.79
H13 1.16 3.48 -3.02
H14 1.92 2.23 -3.23
H15 -3.23 1.61 -0.56
H16 1.69 0.06 -2.63
H17 -1.94 2.15 2.66
H18 -1.09 1.06 2.07

Output
LUMO energy = -0.032 eV
Net charge = 0
SMILES = O.O.O.O.O.O.O.O.O

---

Least stable = <one>

---

<one>
9 unconnected molecules or ions with the total composition H18O9, computed with ωB97M-V/def2-TZVPD.

Atoms and positions in Å:
O1 -0.31 -0.87 -0.42
O2 -3.70 1.46 1.44
O3 2.33 -2.33 -0.52
O4 2.70 0.83 -0.61
O5 -0.62 -1.78 -2.98
O6 -0.25 1.85 0.77
O7 -3.03 0.47 -1.08
O8 1.03 -1.28 2.29
O9 2.59 0.94 2.02
H1 -3.15 1.19 0.64
H2 -1.19 -0.56 -0.40
H3 1.69 -2.16 0.17
H4 -4.34 2.05 1.16
H5 0.16 -0.94 2.25
H6 -0.62 1.41 1.49
H7 2.40 1.10 1.06
H8 0.15 -0.15 -0.04
H9 1.57 -0.51 2.12
H10 -0.49 -1.73 -2.03
H11 -2.77 0.48 -1.98
H12 3.34 0.36 2.08
H13 2.31 1.65 -0.97
H14 -1.02 2.24 0.34
H15 1.86 -2.58 -1.31
H16 -0.19 -2.57 -3.29
H17 3.48 0.65 -1.09
H18 -3.92 0.81 -1.14

Output
LUMO energy = -0.108 eV
Net charge = 0
SMILES = O.O.O.O.O.O.O.O.O

---

<two>
9 unconnected molecules or ions with the total composition H18O9, computed with ωB97M-V/def2-TZVPD.

Atoms and positions in Å:
O1 2.16 -0.88 -0.98
O2 -3.00 1.56 0.70
O3 -0.76 -0.37 0.48
O4 0.06 2.12 -0.93
O5 -3.11 -2.07 -2.31
O6 1.41 0.87 2.19
O7 2.75 -1.64 1.83
O8 -0.31 -2.26 -1.59
O9 -0.37 2.76 1.73
H1 -0.59 -1.22 0.05
H2 -0.26 2.55 0.78
H3 -2.20 -2.24 -2.10
H4 2.49 -0.78 -1.87
H5 -2.41 0.91 1.04
H6 1.50 -1.63 -1.09
H7 0.02 -3.09 -1.99
H8 1.01 2.35 -1.01
H9 -2.52 2.37 0.63
H10 0.69 1.52 2.13
H11 -0.28 -1.50 -2.28
H12 -3.50 -2.81 -2.80
H13 -0.12 -0.20 1.12
H14 0.01 1.18 -1.07
H15 2.28 -1.00 2.37
H16 2.52 -1.29 0.97
H17 0.27 3.46 1.89
H18 2.25 1.33 2.11

Output
LUMO energy = -0.525 eV
Net charge = 0
SMILES = O.O.O.O.O.O.O.O.O

---

<three>
9 unconnected molecules or ions with the total composition H18O9, computed with ωB97M-V/def2-TZVPD.

Atoms and positions in Å:
O1 -2.93 0.92 0.20
O2 0.54 -1.28 -2.22
O3 1.40 -2.16 0.38
O4 2.64 0.32 -1.92
O5 -2.97 2.95 1.93
O6 1.62 2.43 -0.41
O7 -0.28 0.61 -0.29
O8 2.13 0.04 1.99
O9 -1.36 -2.15 0.22
H1 -3.37 2.45 2.57
H2 2.82 -0.06 1.36
H3 -1.95 -1.55 0.61
H4 1.46 -3.02 0.85
H5 -0.38 -1.31 -2.47
H6 1.74 0.00 -2.14
H7 0.90 1.80 -0.43
H8 0.60 -1.74 -1.39
H9 -3.47 0.45 -0.45
H10 -0.66 -2.20 0.84
H11 -2.82 2.33 1.22
H12 1.88 -1.58 0.98
H13 -1.22 0.68 -0.34
H14 -0.03 -0.22 -0.65
H15 -3.08 0.48 1.02
H16 1.44 0.33 1.42
H17 2.22 2.02 -1.09
H18 3.10 -0.51 -1.79

Output
LUMO energy = -0.478 eV
Net charge = 0
SMILES = O.O.O.O.O.O.O.O.O

---

Least stable = <three>

---

<one>
2 unconnected molecules or ions with the total composition C6H11N3O, computed with ωB97M-V/def2-TZVPD.

Atoms and positions in Å:
O1 0.73 2.88 0.56
N1 0.57 0.48 1.13
N2 -2.15 -0.03 -1.84
N3 -1.65 -1.56 -0.45
C1 -0.57 -1.42 -1.29
C2 -2.62 -0.66 -0.78
C3 0.91 1.88 1.24
C4 0.80 -2.11 -1.04
C5 -0.89 -0.40 -2.24
C6 1.69 1.92 2.50
H1 -3.64 -0.68 -0.37
H2 -2.67 0.63 -2.34
H3 -0.30 0.11 -2.97
H4 2.59 2.48 2.28
H5 -0.05 0.14 0.45
H6 1.63 -1.41 -0.78
H7 2.12 0.95 2.90
H8 1.09 -2.67 -1.92
H9 0.83 -2.79 -0.25
H10 1.22 2.38 3.40
H11 0.37 -0.11 1.83

Output
LUMO energy = 0.835 eV
Net charge = 0
SMILES = Cc1c[nH]cn1.CC(N)=O

---

<two>
C6H11N3O in the gas phase, computed with ωB97M-V/def2-TZVPD.

Atoms and positions in Å:
O1 0.47 -0.72 -0.10
N1 0.34 0.97 0.09
N2 -0.23 1.43 -1.04
N3 0.30 2.19 -1.99
C1 0.75 -2.78 0.97
C2 1.00 -0.76 2.38
C3 -1.89 2.10 -2.41
C4 -1.61 1.42 -1.23
C5 0.16 -1.32 1.08
C6 -0.63 2.57 -2.82
H1 -2.86 2.13 -2.91
H2 1.32 1.23 -0.09
H3 -2.38 0.94 -0.49
H4 0.62 -3.13 -0.08
H5 0.91 -1.51 3.19
H6 0.34 -3.45 1.75
H7 2.02 -0.64 2.02
H8 -0.27 3.19 -3.67
H9 1.78 -2.67 1.27
H10 0.69 0.23 2.70
H11 -0.85 -1.41 1.37

Output
LUMO energy = 0.470 eV
Net charge = 0
SMILES = CC(C)ONn1cccn1

---

Least stable = <two>